Record 1
C5H8BiLiO4 | ωB97M-V with the def2-TZVPD basis set

```
19
Properties=species:S:1:pos:R:3:mulliken_charge:R:1
C -2.66516 1.42590 -0.26168 -0.950
C -2.78549 -0.06008 -0.35126 0.348
O -2.73452 -0.72601 0.77549 -0.592
Li -2.60078 -2.78838 0.83530 0.943
H -3.44859 1.88762 -0.88142 0.351
H -2.80529 1.75210 0.78133 0.332
H -1.66374 1.76014 -0.56196 0.341
H -1.00777 -1.12321 -1.07396 0.136
O -0.77806 -2.21783 0.81688 -0.737
C 0.90750 -0.35594 2.42800 0.373
C 0.02462 -1.89357 -0.21697 0.033
O 1.49936 0.13034 3.37480 -0.343
O 1.71590 -0.68451 1.35317 -0.286
C 1.19410 -0.97264 0.06892 -0.588
Bi -1.20351 -0.73308 2.12748 1.208
H 0.45685 -2.83100 -0.61554 0.404
H 0.91438 -0.00598 -0.38550 0.350
H 2.03905 -1.40348 -0.49350 0.376
H -3.66777 -0.33646 -0.95614 0.302
```

Properties
HOMO level	-17.422	eV
ΔE to the lowest compared entry with this formula, charge and spin	137.1	kJ/mol
total charge	+2
HOMO-LUMO gap	6.865	eV
electronic energy	-19526.4822	eV


Record 2
C28H54AlP2 | ωB97M-V with the def2-TZVPD basis set

```
85
Properties=species:S:1:pos:R:3:mulliken_charge:R:1
Al 0.97816 0.84442 -0.72367 -0.986
C 0.63573 -1.65546 2.96732 0.191
C 1.87879 -1.01051 3.16701 0.990
C 0.25318 0.59598 2.99105 0.448
C -0.37810 -0.67562 2.84839 1.705
C 1.64943 0.38698 3.17141 0.413
C 0.42525 -3.11626 3.00107 -1.719
H 1.26804 -3.65052 2.54943 0.367
H -0.48557 -3.38494 2.46247 0.344
H 0.33398 -3.45934 4.04217 0.377
C -1.82501 -0.96632 2.78262 -1.354
H -2.11927 -1.53734 1.88077 -0.077
H -2.42866 -0.04792 2.82874 0.190
H -2.10310 -1.59022 3.65080 0.512
C -0.39351 1.91165 3.20682 -1.914
H 0.06381 2.37010 4.10207 0.544
H -1.46213 1.79657 3.41416 0.285
H -0.25329 2.63546 2.38158 0.168
C 2.64440 1.43414 3.48637 -1.503
H 3.20083 1.15506 4.39833 0.381
H 2.15293 2.40277 3.65433 0.401
H 3.38256 1.57846 2.67897 0.210
C 3.14699 -1.70247 3.47375 -1.786
H 3.11641 -2.11122 4.49852 0.367
H 4.00337 -1.02130 3.40189 0.471
H 3.32040 -2.55106 2.79567 0.355
C 0.71252 -0.61402 -2.05456 0.038
C 0.91776 -1.15247 -0.74724 0.177
C 2.23097 -1.80861 -0.37430 -0.795
C 3.40667 -0.83722 -0.11965 -1.461
C 2.97389 0.61482 -0.26483 -0.275
C 2.83642 1.16848 -1.56466 0.437
C 3.03601 0.29265 -2.80044 -1.459
C 1.83884 -0.66136 -3.07404 -1.376
H 2.48510 -2.58153 -1.11995 0.730
H 4.24654 -1.10153 -0.78902 0.436
H 2.04809 -2.33550 0.57064 -0.130
H 2.17994 -1.70231 -3.17499 0.483
H -0.28165 -0.63153 -2.51336 0.725
H 0.06256 -1.54189 -0.19101 0.888
H 1.42115 -0.40487 -4.06120 0.422
H 3.17790 0.92839 -3.69051 0.402
H 3.18393 2.18818 -1.71326 0.937
H 3.97271 -0.28908 -2.73909 0.372
H 3.78487 -0.97651 0.91050 0.217
H 3.31564 1.24574 0.55822 0.652
P -2.16905 -3.01160 -1.27521 0.984
C -3.86780 -3.45783 -0.75061 -1.355
H -4.23914 -4.29242 -1.37184 0.431
H -4.51782 -2.57312 -0.85322 0.372
H -3.82478 -3.76013 0.30844 0.364
C -2.50940 -2.86619 -3.07955 -1.425
H -3.03340 -3.77884 -3.39649 0.454
H -1.57044 -2.76721 -3.63895 0.351
H -3.12626 -1.97699 -3.26096 0.343
C -1.49445 -4.71955 -1.32453 -1.441
H -0.51463 -4.71640 -1.83010 0.364
H -2.20186 -5.36652 -1.86896 0.447
H -1.37198 -5.06140 -0.28521 0.355
P 0.09853 3.36888 -1.38170 1.638
C 1.26820 4.38833 -0.40028 -1.391
H 1.97873 4.88918 -1.07383 0.448
H 1.82667 3.72218 0.27703 0.244
H 0.70548 5.13365 0.18285 0.477
C 0.86327 3.42004 -3.04820 -1.502
H 1.94896 3.51176 -2.92856 0.445
H 0.48300 4.28090 -3.61367 0.475
H 0.62933 2.48315 -3.57805 0.251
C -1.33979 4.49927 -1.58733 -1.521
H -1.00853 5.48095 -1.96211 0.504
H -1.83322 4.64149 -0.61274 0.421
H -2.07870 4.08159 -2.29224 0.402
C -3.14895 1.10333 -1.82333 -1.322
C -2.61525 1.58957 -0.47222 1.786
C -3.73098 1.42028 0.57836 -1.606
C -1.25336 0.96760 -0.11312 0.277
H -3.39843 0.03008 -1.81049 0.032
H -2.42143 1.28269 -2.62776 0.179
H -4.08542 1.63344 -2.04965 0.563
H -2.44628 2.67443 -0.54575 -0.819
H -4.01329 0.37425 0.76681 0.252
H -3.47175 1.89275 1.53883 0.298
H -4.65647 1.90501 0.22694 0.491
H -0.97632 1.26756 0.90929 -0.456
H -1.43848 -0.12507 -0.09116 -0.612
```

Properties
HOMO level (alpha / beta)	-9.569 / -9.487	eV
ΔE to the lowest compared entry with this formula, charge and spin	437.8	kJ/mol
total charge	+1
HOMO-LUMO gap (alpha / beta)	4.597 / 5.908	eV
electronic energy	-55076.0370	eV


Record 3
C8H8N2O | ωB97M-V with the def2-TZVPD basis set

```
19
Properties=species:S:1:pos:R:3:mulliken_charge:R:1
C -1.03956 1.37238 1.15971 -0.311
C -2.36685 -0.56997 0.68566 -0.001
C 0.17131 1.21462 0.67817 -0.775
C -0.69225 -2.27336 1.41164 0.599
C 0.28313 0.40013 -1.66099 -0.525
C 1.46875 1.21944 -1.47722 -0.693
C 1.74270 -0.66110 0.16398 -1.510
C 0.92950 0.43257 -0.23700 1.782
N -2.19670 0.65644 0.87189 -0.461
N -1.48350 -1.61295 0.81860 -0.219
O 0.04454 -3.02794 1.89012 -0.442
H -1.26992 2.23527 1.77450 0.371
H -3.34590 -0.89817 0.34919 0.364
H -0.68754 0.86654 -1.73223 0.274
H 0.36443 -0.55360 -2.16049 0.246
H 2.41377 0.87097 -1.86530 0.277
H 1.36739 2.29222 -1.42338 0.264
H 2.59955 -0.93931 -0.42087 0.326
H 1.69712 -1.02418 1.17403 0.433
```

Properties
HOMO level (alpha / beta)	-7.984 / -7.755	eV
ΔE to the lowest compared entry with this formula, charge and spin	654.3	kJ/mol
HOMO-LUMO gap (alpha / beta)	8.043 / 7.698	eV
electronic energy	-13447.4466	eV


Record 4
C34H41Cl3NOP3Sn | ωB97M-V with the def2-TZVPD basis set

```
84
Properties=species:S:1:pos:R:3:mulliken_charge:R:1
P 0.11618 0.15578 -3.35535 0.155
C -0.88686 -1.18634 -3.78270 1.393
C -1.81370 -0.60533 -4.68760 -0.683
H -1.97498 0.46950 -4.63019 0.416
C -2.37260 -1.39824 -5.66725 -0.796
H -3.00423 -0.92182 -6.41044 0.427
C -2.11243 -2.77257 -5.68276 -0.420
H -2.55704 -3.37288 -6.47542 0.423
C -1.29965 -3.36101 -4.70542 -0.634
H -1.14183 -4.43807 -4.74101 0.431
C -0.68673 -2.58640 -3.72074 -0.743
H -0.07137 -3.03145 -2.93946 0.463
C -0.69691 1.45057 -2.45069 0.631
C -2.02472 1.48614 -1.95499 0.083
H -2.59498 0.56241 -1.81853 0.561
C -2.59903 2.72032 -1.65655 -0.621
H -3.63503 2.78424 -1.31960 0.477
C -1.86862 3.90352 -1.82689 -0.615
H -2.33497 4.87403 -1.65796 0.458
C -0.53563 3.85281 -2.23769 -0.822
H 0.04448 4.75993 -2.39605 0.489
C 0.07283 2.63631 -2.48023 -0.869
H 1.11207 2.56386 -2.80202 0.417
C 1.82244 -0.13895 -3.02017 1.043
C 2.23500 0.10990 -4.34976 -0.816
H 1.43557 0.24489 -5.09154 0.419
C 3.57701 0.21206 -4.63981 -0.693
H 3.85062 0.43176 -5.66597 0.433
C 4.51464 0.02654 -3.62089 -0.710
H 5.56796 0.11812 -3.87700 0.415
C 4.11289 -0.27411 -2.31553 -0.394
H 4.87751 -0.42658 -1.55109 0.396
C 2.75493 -0.37677 -1.98566 -0.068
H 2.44743 -0.69185 -0.98893 0.533
Sn -0.55452 -2.04962 2.53032 1.124
C -0.05642 0.08698 3.12239 -1.136
C 0.12725 1.19241 2.39231 0.611
H -0.01747 0.15731 4.22677 0.220
C 0.22046 1.18127 0.87806 1.121
O 1.60105 1.46858 0.46817 -0.727
H 1.73926 1.25373 -0.48429 0.161
C -0.09268 -0.12908 0.31811 -0.033
H -0.52649 1.89944 0.41130 -0.274
C -0.34769 -1.36858 0.67168 -1.473
Cl -0.71717 -2.77461 4.79374 -0.398
Cl -1.13320 -4.09256 1.32935 -0.437
P -3.05355 -1.42445 2.15184 0.910
C -3.91657 -2.72227 3.08668 -1.287
H -3.74865 -2.56494 4.16037 0.365
H -3.49407 -3.69230 2.78900 0.321
H -4.98567 -2.66824 2.83388 0.474
C -3.54139 0.15187 2.91489 -1.124
H -3.13469 0.99430 2.33221 0.155
H -3.12983 0.20209 3.93362 0.327
H -4.64073 0.21614 2.94982 0.469
C -3.82940 -1.41496 0.50499 -1.082
H -3.39179 -2.22035 -0.10622 0.309
H -3.66243 -0.44950 -0.00347 0.076
H -4.91327 -1.58993 0.62840 0.541
P 0.50608 2.86968 3.04699 1.413
C 0.08205 2.96672 4.78568 -1.303
C -0.46635 4.09005 2.13148 -1.167
H 0.60836 2.19334 5.35124 0.429
H -0.99188 2.82271 4.93567 0.395
H 0.34382 3.93502 5.23053 0.422
H -0.18728 4.07531 1.07020 0.259
H -0.31806 5.11080 2.51595 0.486
H -1.53100 3.83513 2.21729 0.369
C 2.25445 3.28494 2.85134 -1.289
H 2.85988 2.51168 3.33961 0.416
H 2.51029 4.26192 3.28966 0.487
H 2.49570 3.28826 1.78237 0.323
H -0.37773 -2.13524 -0.17193 0.271
Cl 5.32533 -0.72856 1.47635 -0.178
C 4.12477 -1.87040 1.95453 -0.153
C 4.47978 -3.14508 2.40552 -0.164
C 3.46003 -4.04459 2.72592 -0.885
C 2.13647 -3.62263 2.59878 -0.126
N 1.80049 -2.36765 2.26840 0.105
C 2.77328 -1.50177 1.89758 -0.404
H 5.53188 -3.40732 2.49099 0.471
H 3.65069 -5.05274 3.08904 0.422
H 1.30351 -4.30028 2.80521 0.432
H 2.49483 -0.49233 1.58357 0.581
```

Properties
HOMO level (alpha / beta)	-11.887 / -13.177	eV
total charge	+2
HOMO-LUMO gap (alpha / beta)	4.740 / 7.979	eV
electronic energy	-110708.7312	eV


Record 5
C3H3IO | ωB97M-V with the def2-TZVPD basis set

```
8
Properties=species:S:1:pos:R:3:mulliken_charge:R:1
C 0.29224 0.25961 0.67268 -0.928
C -1.06996 -1.92239 0.14029 0.513
C -0.84337 -0.61449 0.32830 -0.027
O -1.11468 -3.07523 -0.03136 -0.363
I -2.82036 0.19864 -0.09117 0.025
H 0.59069 1.14401 -0.13759 0.253
H 0.41897 0.54950 1.90242 0.231
H 1.42333 -0.09846 0.92829 0.297
```

Properties
HOMO level	-8.627	eV
ΔE to the lowest compared entry with this formula, charge and spin	140.0	kJ/mol
HOMO-LUMO gap	8.261	eV
electronic energy	-13304.6997	eV


Record 6
C3H4INO | ωB97M-V with the def2-TZVPD basis set

```
10
Properties=species:S:1:pos:R:3:mulliken_charge:R:1
C 2.51744 0.46964 0.41429 0.066
C 0.19458 0.87177 0.01525 -0.171
C 0.61741 -0.63985 -0.02094 -0.334
N 1.34028 1.66686 0.21639 -0.446
O 2.04596 -0.71990 0.35005 -0.263
I 4.46709 0.74162 0.52579 0.212
H -0.38704 1.25456 -0.92725 0.215
H -0.72042 1.07739 0.73807 0.197
H -0.02884 -1.37311 0.53767 0.266
H 0.61598 -1.05125 -0.96768 0.256
```

Properties
HOMO level (alpha / beta)	-7.915 / -7.912	eV
ΔE to the lowest compared entry with this formula, charge and spin	341.3	kJ/mol
HOMO-LUMO gap (alpha / beta)	8.193 / 8.190	eV
SMILES	IC1=NCCO1
electronic energy	-14809.8758	eV


Which of these has the highest electronic energy? C3H3IO


Look up the electronic energy of the sixth one. -14809.8758 eV


Which value of electronic energy does entry 2 give? -55076.0370 eV


Which of these has the highest electronic energy? C3H3IO